Computed, not measured: 11 unconnected molecules or ions with the total composition C54H138N8O22 in a non-equilibrium geometry, with ωB97M-V/def2-TZVPD.

The value obtained for the energy relative to the best compared isomer or geometry (same formula, charge and spin) is 3.663 eV. Its frontier orbital gap is 8.436 eV. Its calculated total energy is -4232.994591 Eh. The value obtained for the lowest unoccupied orbital energy is 0.004 Ha.

Element x y z (Å)
C (-10.79739, 7.26048, -10.27702)
C (-9.38595, 6.91604, -9.88373)
O (-9.28956, 5.50835, -9.62713)
O (-11.00848, 7.11000, -11.69049)
H (-10.86312, 8.33916, -10.13477)
H (-11.59976, 6.81295, -9.69049)
H (-9.09951, 7.43205, -8.96734)
H (-8.65243, 7.20978, -10.63458)
H (-9.47945, 5.01951, -10.43123)
H (-10.71630, 6.25729, -12.02082)
C (-13.86779, 0.43807, -9.57453)
C (-15.29775, -0.02259, -9.91203)
O (-16.10356, 1.10843, -10.32471)
O (-12.94405, 0.60988, -10.60169)
H (-13.40052, -0.28260, -8.90342)
H (-13.95325, 1.37131, -9.01788)
H (-15.73392, -0.40669, -8.98991)
H (-15.24703, -0.74336, -10.72813)
H (-15.91703, 1.14303, -11.26578)
H (-13.10050, 1.45447, -11.03039)
C (-12.53387, 3.70857, -12.66917)
C (-12.29106, 2.68848, -13.77840)
O (-13.40565, 2.40324, -14.65583)
O (-13.39397, 3.22449, -11.61499)
H (-12.82277, 4.67558, -13.08088)
H (-11.54958, 3.95691, -12.27218)
H (-12.11747, 1.69914, -13.35512)
H (-11.37264, 2.92027, -14.31774)
H (-12.99284, 1.95953, -15.40036)
H (-14.29529, 3.33446, -11.92665)
C (-1.98956, 10.54897, -13.09573)
O (-3.09893, 11.16377, -12.40037)
C (-2.74076, 11.51894, -11.01857)
C (-3.89509, 12.16976, -10.27537)
N (-5.07060, 11.30823, -10.08507)
C (-5.98543, 12.05545, -9.17216)
C (-7.38570, 11.41486, -9.29037)
O (-7.76243, 11.37898, -10.59605)
C (-8.95562, 10.60387, -10.80292)
H (-1.64929, 9.68363, -12.52695)
H (-1.13968, 11.19624, -13.31214)
H (-2.41137, 10.23742, -14.05130)
H (-1.90290, 12.21596, -11.03453)
H (-2.33203, 10.70629, -10.41803)
H (-4.14703, 13.12242, -10.74128)
H (-3.54079, 12.39509, -9.26949)
H (-5.62964, 11.18620, -10.91735)
H (-6.03812, 13.10875, -9.44763)
H (-5.71591, 11.97875, -8.11879)
H (-7.98685, 12.17961, -8.79855)
H (-7.42191, 10.49975, -8.69931)
H (-9.38344, 10.85930, -11.77237)
H (-9.69002, 10.69991, -10.00320)
H (-8.74014, 9.53583, -10.77213)
C (-15.17469, 18.64461, -4.86718)
O (-14.65181, 17.96841, -3.77893)
C (-15.51970, 17.81226, -2.67815)
C (-14.83742, 16.85452, -1.61661)
N (-14.76076, 15.55190, -2.24566)
C (-14.15976, 14.65352, -1.32033)
C (-13.87078, 13.32836, -2.06608)
O (-12.84422, 13.42505, -3.07137)
C (-12.00163, 12.30222, -3.22525)
H (-15.34954, 19.69214, -4.62177)
H (-16.10128, 18.14663, -5.15271)
H (-14.50279, 18.54553, -5.71972)
H (-16.46301, 17.45685, -3.09282)
H (-15.73509, 18.79294, -2.25393)
H (-15.51911, 16.75254, -0.77222)
H (-13.85356, 17.22948, -1.33457)
H (-14.21636, 15.66581, -3.08873)
H (-14.71162, 14.47606, -0.39726)
H (-13.18986, 15.04302, -1.01101)
H (-14.78447, 12.93348, -2.51031)
H (-13.62349, 12.56409, -1.32930)
H (-12.60645, 11.49316, -3.63479)
H (-11.38419, 11.99225, -2.38217)
H (-11.30263, 12.64380, -3.98867)
C (-12.38920, 3.85748, -8.11949)
O (-12.75919, 5.15695, -7.65056)
C (-11.62859, 5.85146, -6.99668)
C (-12.18628, 6.85298, -6.05891)
N (-11.22174, 7.51595, -5.18638)
C (-10.09122, 8.25023, -5.85259)
C (-10.47498, 9.34785, -6.82236)
O (-11.48539, 10.07775, -6.18146)
C (-12.01172, 11.14808, -7.00938)
H (-12.20954, 3.08130, -7.37560)
H (-11.67514, 3.88984, -8.94240)
H (-13.23211, 3.41908, -8.65372)
H (-10.94587, 6.35578, -7.68054)
H (-11.06264, 5.10067, -6.44522)
H (-13.01951, 6.46711, -5.47160)
H (-12.58694, 7.70660, -6.60563)
H (-11.69442, 8.26716, -4.70434)
H (-9.44463, 7.52043, -6.33982)
H (-9.45296, 8.67613, -5.07842)
H (-10.76548, 8.93230, -7.78726)
H (-9.66334, 10.04912, -7.01617)
H (-12.63903, 11.75973, -6.36094)
H (-12.48450, 10.67518, -7.87015)
H (-11.19974, 11.76795, -7.38958)
C (-14.36774, 2.39698, 0.01332)
O (-14.49908, 3.01058, -1.26994)
C (-13.62110, 4.15755, -1.37284)
C (-13.82008, 4.89750, -2.72828)
N (-15.19387, 5.34981, -2.87287)
C (-15.49212, 5.97776, -4.18521)
C (-16.97354, 6.27328, -4.23880)
O (-17.79023, 5.13322, -3.92437)
C (-19.20073, 5.51799, -3.99267)
H (-13.30308, 2.34155, 0.24032)
H (-14.76952, 1.38463, 0.05591)
H (-14.79211, 3.06413, 0.76360)
H (-12.58064, 3.83395, -1.40157)
H (-13.70915, 4.79643, -0.49410)
H (-13.53922, 4.25139, -3.55999)
H (-13.19514, 5.78730, -2.65199)
H (-15.85813, 4.60515, -2.71684)
H (-15.33453, 5.24496, -4.97659)
H (-14.94232, 6.90452, -4.34928)
H (-17.18926, 6.87716, -5.12021)
H (-17.23253, 6.88085, -3.37169)
H (-19.45842, 5.99642, -4.93755)
H (-19.63655, 6.25082, -3.31361)
H (-19.77967, 4.60379, -3.86170)
C (-11.11356, 15.68464, -5.33806)
O (-11.04563, 15.88046, -6.73134)
C (-11.74207, 14.92252, -7.57646)
C (-11.16421, 14.89029, -9.01988)
N (-11.86576, 13.87339, -9.81028)
C (-11.27876, 13.70952, -11.14162)
C (-12.34587, 12.94022, -11.99258)
O (-13.49739, 13.75546, -12.13825)
C (-14.63975, 13.09922, -12.68742)
H (-10.85181, 14.64189, -5.15840)
H (-12.10680, 15.84770, -4.91974)
H (-10.38774, 16.37884, -4.91455)
H (-12.81662, 15.10077, -7.61728)
H (-11.59222, 13.92125, -7.17261)
H (-10.08427, 14.75404, -8.96255)
H (-11.41818, 15.83172, -9.50701)
H (-12.78231, 14.23219, -10.03676)
H (-10.32627, 13.20148, -10.99076)
H (-11.10734, 14.70337, -11.55511)
H (-12.44382, 11.98362, -11.47933)
H (-11.88463, 12.84831, -12.97590)
H (-14.47090, 12.53491, -13.60456)
H (-15.42847, 13.82940, -12.86871)
H (-15.04910, 12.41129, -11.94763)
C (-7.03055, 4.51885, -4.55235)
O (-7.27794, 5.66312, -3.76680)
C (-8.58054, 5.69416, -3.32802)
C (-8.95874, 6.95100, -2.51068)
N (-10.39469, 7.08989, -2.45235)
C (-10.78356, 8.26336, -1.58500)
C (-12.28971, 8.41711, -1.49274)
O (-12.80413, 8.94064, -2.67379)
C (-14.23153, 9.11168, -2.81147)
H (-7.20705, 3.64672, -3.92279)
H (-6.01029, 4.62054, -4.92225)
H (-7.69040, 4.51099, -5.41989)
H (-8.73600, 4.80738, -2.71357)
H (-9.22091, 5.56921, -4.20118)
H (-8.50054, 7.89515, -2.80519)
H (-8.53684, 6.84115, -1.51167)
H (-10.67299, 7.32986, -3.39314)
H (-10.37277, 9.18231, -2.00320)
H (-10.37389, 8.04769, -0.59821)
H (-12.55453, 9.05038, -0.64602)
H (-12.74050, 7.42476, -1.48085)
H (-14.56976, 9.86582, -2.10085)
H (-14.68204, 8.13461, -2.63686)
H (-14.55476, 9.40494, -3.81028)
C (-5.38235, 14.07409, 0.34953)
O (-6.10677, 13.09343, -0.41636)
C (-7.26328, 13.51933, -1.02093)
C (-7.92209, 12.32703, -1.83191)
N (-7.02864, 11.83263, -2.89961)
C (-7.62345, 10.76291, -3.63551)
C (-6.63357, 10.09460, -4.58243)
O (-7.30314, 9.43021, -5.69796)
C (-6.46572, 8.63734, -6.52349)
H (-4.31019, 13.88810, 0.41263)
H (-5.64650, 13.95582, 1.40040)
H (-5.48847, 15.08658, -0.03995)
H (-6.96913, 14.32190, -1.69727)
H (-8.01649, 13.91583, -0.34006)
H (-8.78600, 12.78448, -2.31408)
H (-8.33776, 11.57670, -1.15936)
H (-6.23057, 11.40811, -2.44910)
H (-8.52114, 11.13145, -4.13194)
H (-7.93285, 10.01855, -2.90182)
H (-6.05365, 9.26178, -4.18470)
H (-5.80457, 10.75419, -4.83895)
H (-6.13069, 7.74935, -5.98745)
H (-5.57703, 9.21631, -6.77473)
H (-6.94805, 8.31462, -7.44616)
C (-17.66320, 4.21518, -7.20682)
O (-17.28975, 4.91739, -8.39428)
C (-15.99947, 4.65006, -8.92714)
C (-15.65856, 5.66311, -10.00349)
N (-16.04680, 7.02091, -9.48387)
C (-14.94392, 7.45357, -8.59896)
C (-15.22342, 8.83912, -7.97511)
O (-15.97963, 8.54549, -6.78238)
C (-16.55136, 9.65688, -6.10482)
H (-18.51121, 4.74510, -6.77304)
H (-16.84071, 4.05074, -6.51072)
H (-18.12037, 3.24422, -7.39746)
H (-16.03110, 3.64750, -9.35372)
H (-15.20625, 4.67436, -8.17994)
H (-16.29102, 5.34347, -10.83170)
H (-14.63755, 5.63939, -10.38438)
H (-16.84414, 6.78543, -8.91038)
H (-13.99078, 7.35528, -9.11854)
H (-14.84284, 6.72141, -7.79783)
H (-15.85518, 9.51022, -8.55701)
H (-14.25493, 9.22351, -7.65516)
H (-17.24440, 9.43414, -5.29354)
H (-17.15139, 10.28534, -6.76293)
H (-15.84856, 10.32340, -5.60490)